No. 1
The following is a DFT calculation (ωB97M-V with the def2-TZVPD basis set) of a 11-piece molecular cluster, C44H73N5O12S6 overall.

XYZ file:
```
140
Properties=species:S:1:pos:R:3:lowdin_charge:R:1
O -0.917 -1.172 -1.137 -0.344
S -0.085 -0.588 -0.099 0.758
O 1.323 -0.915 0.128 -0.362
C -0.236 1.201 -0.354 -0.211
C -0.974 1.758 0.878 -0.217
C -1.925 0.680 1.388 -0.168
C -1.090 -0.616 1.418 -0.199
H -0.777 1.359 -1.284 0.094
H 0.767 1.614 -0.457 0.054
H -0.231 2.133 1.584 0.044
H -1.519 2.667 0.613 0.115
H -2.771 0.490 0.725 0.107
H -2.342 0.865 2.377 0.115
H -1.508 -1.611 1.528 0.075
H -0.320 -0.473 2.179 0.074
O 0.089 5.900 0.819 -0.324
S 0.291 4.872 1.818 0.723
O -0.744 4.461 2.743 -0.326
C 1.041 3.419 0.987 -0.263
C 2.531 3.591 1.046 -0.212
C 2.810 4.056 2.481 -0.212
C 1.876 5.225 2.723 -0.193
H 0.529 3.266 0.038 0.073
H 0.787 2.566 1.629 0.062
H 3.110 2.753 0.673 0.049
H 2.722 4.432 0.363 0.125
H 3.866 4.333 2.494 0.121
H 2.663 3.218 3.165 0.088
H 2.286 6.130 2.272 0.099
H 1.659 5.506 3.753 0.099
O 2.941 -2.098 -3.700 -0.333
S 3.979 -1.248 -3.159 0.704
O 4.462 -0.115 -3.927 -0.323
C 3.524 -0.712 -1.471 -0.195
C 4.718 -1.145 -0.567 -0.196
C 5.261 -2.440 -1.167 -0.225
C 5.378 -2.247 -2.656 -0.229
H 2.745 -1.420 -1.190 0.077
H 3.242 0.329 -1.608 0.058
H 5.519 -0.405 -0.549 0.116
H 4.341 -1.288 0.444 0.049
H 4.577 -3.282 -1.000 0.097
H 6.206 -2.766 -0.732 0.126
H 5.578 -3.060 -3.352 0.112
H 6.192 -1.547 -2.884 0.105
O 1.167 -1.977 2.880 -0.346
S 2.258 -2.882 3.173 0.692
O 2.738 -3.078 4.523 -0.304
C 1.992 -4.458 2.341 -0.212
C 3.430 -4.971 2.235 -0.217
C 4.274 -3.822 1.657 -0.190
C 3.766 -2.490 2.198 -0.209
H 1.557 -4.359 1.347 0.112
H 1.291 -5.009 2.967 0.109
H 3.747 -5.308 3.224 0.114
H 3.536 -5.872 1.631 0.116
H 4.146 -3.822 0.574 0.081
H 5.329 -3.921 1.906 0.124
H 3.537 -1.691 1.494 0.041
H 4.378 -1.995 2.954 0.111
O -4.494 -4.002 7.471 -0.333
S -4.567 -3.684 6.054 0.673
O -4.648 -4.779 5.108 -0.326
C -5.898 -2.496 5.779 -0.240
C -5.501 -1.660 4.555 -0.197
C -3.973 -1.711 4.381 -0.208
C -3.331 -2.445 5.567 -0.201
H -5.926 -1.938 6.720 0.102
H -6.862 -3.006 5.785 0.107
H -6.068 -2.135 3.753 0.109
H -5.904 -0.655 4.664 0.112
H -3.616 -0.700 4.179 0.105
H -3.742 -2.182 3.423 0.085
H -3.213 -1.765 6.407 0.108
H -2.449 -3.049 5.361 0.104
O 2.814 2.263 -1.946 -0.323
S 1.821 2.890 -2.787 0.718
O 0.447 2.888 -2.306 -0.328
C 2.437 4.533 -3.195 -0.200
C 3.282 4.400 -4.484 -0.189
C 3.230 2.935 -4.970 -0.211
C 1.991 2.240 -4.465 -0.217
H 2.738 5.105 -2.319 0.104
H 1.555 5.113 -3.486 0.105
H 2.895 5.066 -5.255 0.108
H 4.333 4.688 -4.433 0.112
H 4.104 2.362 -4.664 0.103
H 3.142 3.016 -6.055 0.120
H 1.965 1.154 -4.462 0.091
H 1.086 2.587 -4.967 0.103
C -4.946 -1.215 -2.412 -0.091
C -5.587 -0.411 -3.376 -0.154
C -4.660 0.159 -4.195 -0.134
N -3.454 -0.450 -3.876 0.028
C -3.605 -1.218 -2.777 -0.141
H -5.441 -1.674 -1.575 0.083
H -6.636 -0.147 -3.348 0.094
H -4.560 0.808 -5.051 0.108
H -2.573 -0.360 -4.367 0.090
H -2.806 -1.768 -2.315 0.070
C -0.107 0.086 -6.267 -0.112
C -0.683 0.533 -5.053 -0.154
C -0.300 -0.371 -4.075 -0.142
N 0.428 -1.352 -4.678 0.039
C 0.508 -1.108 -6.012 -0.123
H -0.218 0.613 -7.202 0.095
H -1.207 1.468 -4.930 0.107
H -0.580 -0.420 -3.036 0.078
H 0.863 -2.126 -4.211 0.121
H 1.064 -1.706 -6.716 0.114
C -2.800 -3.907 0.827 -0.117
C -3.596 -3.906 -0.341 -0.095
C -4.861 -4.310 0.024 -0.120
N -4.851 -4.536 1.383 0.028
C -3.583 -4.349 1.847 -0.162
H -1.757 -3.656 0.933 0.083
H -3.286 -3.557 -1.311 0.075
H -5.741 -4.517 -0.560 0.106
H -5.579 -4.850 1.998 0.144
H -3.296 -4.492 2.877 0.097
C 4.140 1.673 3.221 -0.118
C 4.968 1.974 2.143 -0.103
C 4.388 1.543 0.969 -0.152
N 3.195 0.945 1.348 0.018
C 3.053 0.996 2.692 -0.130
H 4.314 1.921 4.254 0.112
H 5.919 2.469 2.280 0.108
H 4.639 1.611 -0.074 0.116
H 2.465 0.525 0.788 0.100
H 2.158 0.605 3.151 0.124
C -4.360 3.503 0.158 -0.109
C -5.711 3.911 0.091 -0.117
C -6.277 3.307 -1.006 -0.142
N -5.309 2.576 -1.624 0.021
C -4.150 2.623 -0.877 -0.128
H -3.664 3.736 0.948 0.086
H -6.259 4.470 0.834 0.088
H -7.252 3.381 -1.457 0.104
H -5.407 2.007 -2.449 0.107
H -3.366 1.911 -1.079 0.094
```

**Relative energy (zero: lowest compared OMol25 entry of this formula, charge and spin)**: 49.4 kcal per mole
**SMILES**: O=S1(=O)CCCC1.O=S1(=O)CCCC1.O=S1(=O)CCCC1.O=S1(=O)CCCC1.O=S1(=O)CCCC1.O=S1(=O)CCCC1.c1cc[nH]c1.c1cc[nH]c1.c1cc[nH]c1.c1cc[nH]c1.c1cc[nH]c1
**Highest occupied orbital energy**: -7.843 eV
**Charge**: 0
**Gap between HOMO and LUMO**: 8.056 eV

---

No. 2
The following is a DFT calculation (ωB97M-V with the def2-TZVPD basis set) of a 6-piece molecular cluster, C44H76BN7O4 overall.

XYZ file:
```
132
Properties=species:S:1:pos:R:3:lowdin_charge:R:1
C -12.447 1.307 3.291 -0.172
C -11.441 0.370 2.368 -0.270
C -10.331 -0.325 3.404 -0.241
C -9.055 -1.011 2.601 -0.223
C -7.928 -1.662 3.617 -0.231
C -6.373 -1.301 3.221 -0.227
C -5.282 -2.028 4.260 -0.212
C -3.989 -1.024 4.361 -0.241
C -2.563 -1.813 4.737 -0.211
C -1.363 -0.861 4.138 -0.243
C 0.115 -1.116 4.813 -0.206
C 1.209 -0.370 3.791 -0.200
C 1.194 1.211 4.206 -0.207
C 1.813 2.251 3.117 -0.105
C 0.880 2.446 1.739 -0.289
C -0.696 2.727 2.065 -0.050
C -1.055 4.205 2.674 -0.281
O -2.548 4.211 2.848 -0.126
C -0.438 4.552 4.143 -0.205
N 0.572 5.677 3.952 -0.045
O 1.184 1.260 0.942 -0.051
C 0.446 1.132 -0.301 -0.193
O -0.765 0.508 -0.262 -0.043
C 0.943 1.566 -1.817 -0.060
C 2.519 1.151 -2.136 -0.155
C 3.371 2.524 -2.527 -0.263
N 2.805 3.228 -3.763 -0.047
B 1.637 3.731 0.965 -0.308
O 3.080 4.022 1.276 0.017
C 0.925 4.696 -0.157 -0.163
C 1.075 6.321 0.153 -0.124
H -12.509 0.917 4.415 0.077
H -11.974 2.401 3.312 0.080
H -13.553 1.358 2.851 0.076
H -10.915 1.096 1.589 0.108
H -12.041 -0.430 1.742 0.105
H -9.969 0.547 4.099 0.112
H -10.908 -1.112 4.051 0.114
H -8.613 -0.190 1.870 0.115
H -9.507 -1.878 1.923 0.115
H -8.145 -1.338 4.729 0.110
H -8.072 -2.840 3.545 0.118
H -6.136 -1.721 2.148 0.117
H -6.245 -0.132 3.176 0.113
H -4.920 -3.075 3.876 0.111
H -5.812 -2.099 5.311 0.111
H -4.168 -0.146 5.144 0.122
H -3.891 -0.504 3.291 0.111
H -2.563 -2.915 4.308 0.116
H -2.486 -1.799 5.910 0.112
H -1.698 0.263 4.359 0.098
H -1.382 -1.016 2.957 0.131
H 0.343 -2.280 4.698 0.117
H 0.213 -0.757 5.924 0.117
H 2.294 -0.859 3.889 0.108
H 0.832 -0.616 2.712 0.103
H 0.099 1.475 4.588 0.086
H 1.876 1.301 5.183 0.130
H 2.890 1.860 2.785 0.126
H 2.011 3.297 3.653 0.124
H -1.420 2.609 1.122 0.144
H -1.128 1.936 2.850 0.120
H -0.831 5.110 1.967 0.134
H -2.762 3.391 3.406 0.109
H -1.320 5.029 4.792 0.130
H -0.043 3.644 4.762 0.110
H 0.037 6.594 3.878 0.091
H 1.251 5.739 4.741 0.072
H 0.756 2.690 -2.083 0.102
H 0.298 0.937 -2.602 0.110
H 3.018 0.512 -1.292 0.125
H 2.530 0.494 -3.133 0.095
H 3.375 3.191 -1.567 0.095
H 4.462 2.160 -2.849 0.128
H 3.558 3.833 -4.178 0.072
H 2.000 3.848 -3.521 0.049
H 3.396 4.799 0.711 0.101
H 1.521 4.523 -1.176 0.090
H -0.205 4.385 -0.383 0.125
H 2.198 6.596 0.410 0.082
H 0.793 6.959 -0.812 0.089
H 0.417 6.694 1.047 0.065
C 1.496 -2.533 -3.810 -0.100
C 1.574 -1.557 -4.831 -0.126
C 2.057 -2.181 -5.960 -0.146
N 2.276 -3.499 -5.654 -0.009
C 1.932 -3.724 -4.346 -0.133
H 1.157 -2.385 -2.793 0.096
H 1.307 -0.511 -4.752 0.075
H 2.263 -1.801 -6.951 0.112
H 2.636 -4.196 -6.293 0.127
H 2.028 -4.710 -3.911 0.108
C 5.745 0.923 3.614 -0.114
C 7.009 0.722 4.218 -0.115
C 7.341 -0.603 4.042 -0.145
N 6.320 -1.209 3.358 -0.002
C 5.344 -0.284 3.088 -0.147
H 5.188 1.850 3.567 0.085
H 7.613 1.463 4.725 0.090
H 8.214 -1.166 4.346 0.105
H 6.290 -2.185 3.093 0.148
H 4.450 -0.564 2.547 0.098
C 7.337 -0.732 -4.923 -0.117
C 5.936 -0.862 -5.076 -0.111
C 5.679 -2.176 -5.396 -0.134
N 6.876 -2.842 -5.447 0.006
C 7.892 -1.971 -5.154 -0.143
H 7.882 0.168 -4.670 0.090
H 5.195 -0.082 -4.964 0.085
H 4.749 -2.693 -5.594 0.079
H 6.991 -3.824 -5.665 0.127
H 8.921 -2.305 -5.136 0.105
C -4.105 -0.919 -4.032 -0.124
C -3.813 -0.596 -2.685 -0.111
C -2.504 -0.171 -2.640 -0.131
N -1.994 -0.232 -3.911 0.005
C -2.965 -0.682 -4.768 -0.150
H -5.045 -1.285 -4.423 0.087
H -4.485 -0.665 -1.840 0.089
H -1.892 0.166 -1.814 0.062
H -1.050 0.017 -4.176 0.115
H -2.762 -0.795 -5.824 0.101
C 6.419 -6.702 -6.702 -0.118
C 6.646 -7.796 -7.571 -0.109
C 5.504 -7.968 -8.321 -0.134
N 4.595 -7.020 -7.932 0.000
C 5.146 -6.240 -6.949 -0.145
H 7.110 -6.295 -5.976 0.086
H 7.546 -8.394 -7.642 0.094
H 5.261 -8.684 -9.095 0.109
H 3.663 -6.912 -8.311 0.149
H 4.585 -5.425 -6.509 0.084
```

**SMILES**: CCCCCCCCCCCCCC[C@](C[C@@H](O)CN)(OC(=O)CCCN)B(O)CC.c1cc[nH]c1.c1cc[nH]c1.c1cc[nH]c1.c1cc[nH]c1.c1cc[nH]c1
**Highest occupied orbital energy**: -7.657 eV
**Charge**: 0
**Gap between HOMO and LUMO**: 7.994 eV

---

Look up the highest occupied orbital energy of the second one.
-7.657 eV